#a
# C46H130N8O15

A 15-piece molecular cluster, C46H130N8O15 overall (wB97M-V/def2-TZVPD, OMol25).

Properties
gap between HOMO and LUMO = 9.1 eV
LUMO level = 0.0299 eV
highest occupied orbital energy = -9.066 eV

```
! wB97M-V def2-TZVPD RIJCOSX def2/J DEFGRID3
* xyz 0 1
C 5.49 -0.97 -8.62
C 5.91 -0.35 -7.25
O 7.06 -0.92 -6.78
H 4.50 -0.64 -8.93
H 5.57 -2.05 -8.73
H 6.24 -0.58 -9.32
H 5.16 -0.38 -6.46
H 6.11 0.71 -7.43
H 6.94 -1.40 -5.95
C -4.18 1.30 -8.89
C -5.10 0.79 -7.80
O -6.15 1.72 -7.50
H -3.73 2.27 -8.70
H -4.65 1.32 -9.87
H -3.31 0.64 -8.97
H -4.48 0.68 -6.91
H -5.60 -0.16 -8.00
H -6.81 1.83 -8.19
C -4.59 -5.30 5.88
C -4.89 -4.86 4.50
O -5.66 -3.72 4.60
H -5.48 -5.60 6.45
H -4.17 -4.44 6.41
H -3.86 -6.10 6.01
H -5.43 -5.62 3.94
H -3.98 -4.66 3.93
H -5.66 -3.16 3.82
C 3.43 -4.27 5.43
C 4.91 -4.19 5.84
O 5.34 -2.88 5.39
H 2.93 -5.10 5.93
H 3.25 -4.39 4.36
H 2.91 -3.36 5.74
H 5.51 -4.98 5.39
H 5.04 -4.35 6.91
H 6.18 -2.64 5.79
C 3.14 5.45 5.07
C 3.31 4.13 4.22
O 3.34 4.52 2.90
H 2.16 5.93 5.05
H 3.93 6.16 4.83
H 3.28 5.13 6.10
H 2.40 3.53 4.16
H 4.21 3.60 4.52
H 2.63 5.14 2.77
C -1.39 9.41 3.23
C -1.67 8.68 1.89
O -1.17 7.37 2.12
H -1.60 10.48 3.23
H -0.32 9.41 3.43
H -1.92 8.98 4.08
H -1.16 9.23 1.09
H -2.69 8.70 1.51
H -1.82 6.82 2.57
C -4.85 4.39 -1.21
C -6.24 3.63 -1.38
O -6.42 2.96 -0.15
H -5.10 5.40 -0.88
H -4.16 4.32 -2.05
H -4.27 3.88 -0.45
H -6.23 2.89 -2.19
H -7.07 4.32 -1.54
H -7.07 2.30 -0.40
C 2.32 3.89 -14.23
C 2.61 4.68 -12.95
C 2.11 3.84 -11.69
O 2.36 4.48 -10.42
C 1.89 3.74 -9.27
N 4.05 4.93 -12.81
H 2.76 4.28 -15.14
H 1.23 3.85 -14.27
H 2.73 2.88 -14.25
H 2.15 5.66 -12.87
H 2.68 2.91 -11.73
H 1.02 3.78 -11.70
H 1.23 4.35 -8.66
H 2.77 3.39 -8.73
H 1.31 2.86 -9.56
H 4.33 5.23 -11.89
H 4.21 5.75 -13.38
C -7.44 -3.89 -1.00
C -7.61 -2.37 -1.20
C -9.08 -1.94 -0.98
O -9.32 -0.58 -1.43
C -9.71 -0.34 -2.78
N -6.71 -1.74 -0.25
H -7.60 -4.38 -1.96
H -8.16 -4.27 -0.27
H -6.45 -4.24 -0.70
H -7.28 -2.08 -2.20
H -9.38 -1.87 0.06
H -9.82 -2.66 -1.34
H -9.79 0.69 -3.13
H -10.55 -1.00 -3.01
H -8.90 -0.62 -3.45
H -6.67 -0.73 -0.31
H -5.76 -2.08 -0.22
C 7.52 -5.98 -1.82
C 6.10 -5.96 -2.42
C 5.04 -6.60 -1.54
O 5.29 -7.97 -1.51
C 4.19 -8.61 -0.97
N 5.86 -4.60 -2.69
H 8.23 -5.33 -2.35
H 7.85 -6.99 -1.57
H 7.54 -5.39 -0.89
H 6.19 -6.55 -3.33
H 4.10 -6.44 -2.08
H 5.06 -6.16 -0.55
H 3.52 -8.94 -1.77
H 3.51 -8.07 -0.32
H 4.52 -9.48 -0.40
H 5.53 -4.10 -1.88
H 5.06 -4.56 -3.32
C -2.62 -1.82 15.05
C -1.36 -2.59 14.95
C -0.40 -1.97 13.86
O -0.90 -1.95 12.55
C 0.05 -1.51 11.60
N -0.66 -2.80 16.23
H -3.35 -2.45 15.55
H -2.94 -1.58 14.03
H -2.37 -0.95 15.67
H -1.64 -3.57 14.54
H 0.56 -2.48 13.87
H 0.01 -1.00 14.15
H 1.01 -2.04 11.61
H 0.32 -0.46 11.69
H -0.44 -1.68 10.64
H -0.45 -1.99 16.79
H 0.21 -3.28 16.08
C 8.17 4.09 -2.73
C 8.84 4.80 -1.56
C 8.93 3.92 -0.36
O 9.50 4.62 0.79
C 9.40 3.86 2.01
N 10.20 5.18 -1.98
H 7.18 3.70 -2.46
H 8.81 3.24 -2.96
H 7.98 4.76 -3.57
H 8.21 5.64 -1.26
H 9.54 3.05 -0.63
H 7.90 3.66 -0.13
H 8.35 3.59 2.15
H 9.75 4.41 2.88
H 10.08 3.01 2.06
H 10.68 4.30 -2.12
H 10.67 5.38 -1.11
C 0.58 0.09 -1.87
C 1.08 0.35 -0.46
C 0.82 -0.80 0.48
O -0.52 -0.83 0.90
C -0.85 0.16 1.84
N 2.44 0.69 -0.50
H 0.91 0.75 -2.67
H -0.51 0.08 -1.87
H 0.88 -0.88 -2.26
H 0.69 1.31 -0.13
H 1.44 -0.64 1.37
H 1.02 -1.76 0.00
H -1.92 0.34 1.97
H -0.36 1.13 1.70
H -0.64 -0.20 2.84
H 2.68 1.27 0.30
H 2.56 1.25 -1.33
C -3.44 4.97 7.48
C -4.45 4.15 6.64
C -5.78 3.93 7.40
O -5.77 2.92 8.36
C -5.61 1.63 7.84
N -4.56 4.78 5.36
H -2.39 4.99 7.19
H -3.30 4.59 8.49
H -3.74 6.01 7.54
H -4.05 3.15 6.48
H -6.65 3.71 6.78
H -6.02 4.89 7.85
H -4.90 1.47 7.02
H -6.59 1.31 7.48
H -5.35 0.81 8.51
H -4.87 5.73 5.50
H -5.28 4.38 4.78
C -2.24 -4.76 -6.49
C -1.58 -6.18 -6.51
C -2.33 -7.25 -5.61
O -2.54 -6.59 -4.37
C -1.52 -6.89 -3.34
N -1.53 -6.68 -7.84
H -2.30 -4.33 -5.49
H -3.26 -4.64 -6.85
H -1.61 -4.11 -7.10
H -0.60 -6.07 -6.06
H -1.67 -8.12 -5.61
H -3.25 -7.39 -6.18
H -1.15 -7.92 -3.29
H -1.88 -6.53 -2.37
H -0.68 -6.21 -3.48
H -2.36 -7.25 -7.92
H -0.90 -7.47 -7.80
*
```

Atomic partial charges in e from the Mulliken method, atoms 1 to 2: number 1, C, carries -0.934; number 2, C, carries -0.188



#b
# C46H130N8O15

A 15-piece molecular cluster, C46H130N8O15 overall (wB97M-V/def2-TZVPD, OMol25).

Properties
gap between HOMO and LUMO = 9.1 eV
LUMO level = 0.3615 eV
highest occupied orbital energy = -8.730 eV

```
! wB97M-V def2-TZVPD RIJCOSX def2/J DEFGRID3
* xyz 0 1
C 2.73 -4.13 -4.19
C 3.54 -2.87 -4.47
C 4.81 -3.19 -5.25
O 5.78 -3.77 -4.43
C 7.01 -3.96 -5.08
N 2.73 -1.94 -5.26
H 2.60 -4.68 -5.13
H 1.71 -3.91 -3.88
H 3.21 -4.75 -3.44
H 3.78 -2.44 -3.48
H 5.17 -2.28 -5.75
H 4.53 -3.84 -6.10
H 6.90 -4.69 -5.89
H 7.67 -4.43 -4.35
H 7.42 -3.02 -5.45
H 1.87 -1.80 -4.74
H 3.21 -1.05 -5.29
C -6.59 4.09 5.51
C -7.48 3.01 4.88
C -6.68 1.81 4.43
O -5.77 2.20 3.42
C -5.01 1.10 2.98
N -8.58 2.61 5.78
H -6.00 3.64 6.32
H -7.20 4.89 5.95
H -5.90 4.58 4.83
H -7.98 3.41 3.99
H -7.37 1.01 4.12
H -6.09 1.38 5.25
H -5.61 0.38 2.41
H -4.40 0.62 3.75
H -4.27 1.52 2.29
H -8.13 2.34 6.66
H -9.04 3.48 6.06
C -3.05 8.42 0.35
C -2.57 7.11 -0.26
C -3.50 5.93 0.08
O -3.70 5.96 1.48
C -4.58 4.96 1.94
N -2.58 7.19 -1.74
H -4.07 8.63 0.03
H -2.40 9.24 0.07
H -3.08 8.33 1.44
H -1.56 6.86 0.06
H -2.98 5.00 -0.15
H -4.44 6.13 -0.45
H -5.58 5.09 1.51
H -4.67 5.01 3.02
H -4.22 3.96 1.66
H -3.53 7.43 -2.04
H -2.04 7.99 -2.05
C 4.82 -0.26 2.23
C 4.00 -0.31 3.50
C 4.51 -1.37 4.45
O 4.38 -2.64 3.82
C 4.61 -3.69 4.73
N 4.04 1.00 4.16
H 4.40 0.47 1.52
H 4.83 -1.22 1.72
H 5.86 0.00 2.43
H 2.97 -0.58 3.24
H 3.93 -1.38 5.38
H 5.57 -1.19 4.68
H 3.95 -3.65 5.60
H 5.66 -3.66 5.06
H 4.48 -4.64 4.22
H 3.62 0.92 5.09
H 3.42 1.64 3.67
C -2.64 -4.90 -0.10
C -1.38 -4.03 0.02
C -0.15 -4.79 -0.41
O -0.06 -5.98 0.38
C 1.07 -6.75 0.04
N -1.56 -2.84 -0.82
H -2.84 -5.14 -1.14
H -3.51 -4.39 0.32
H -2.47 -5.81 0.48
H -1.23 -3.79 1.07
H 0.74 -4.16 -0.28
H -0.17 -5.12 -1.46
H 0.89 -7.28 -0.91
H 1.21 -7.51 0.81
H 2.00 -6.20 -0.08
H -2.37 -2.32 -0.49
H -0.75 -2.22 -0.76
C 6.19 -8.32 0.53
C 5.24 -7.46 1.32
C 4.82 -6.17 0.61
O 3.84 -5.53 1.41
C 3.71 -4.15 1.20
N 4.07 -8.26 1.73
H 5.79 -8.55 -0.46
H 6.39 -9.25 1.06
H 7.15 -7.82 0.40
H 5.69 -7.09 2.25
H 4.38 -6.35 -0.38
H 5.69 -5.51 0.48
H 3.56 -3.90 0.15
H 4.60 -3.58 1.49
H 2.90 -3.80 1.84
H 3.64 -8.63 0.88
H 3.40 -7.61 2.13
C -5.06 0.47 -2.32
C -5.45 -0.92 -1.87
C -5.29 -1.06 -0.36
O -3.94 -1.05 0.07
C -3.85 -1.44 1.44
N -6.81 -1.24 -2.29
H -5.73 1.19 -1.86
H -4.99 0.66 -3.39
H -4.03 0.67 -2.00
H -4.78 -1.68 -2.29
H -5.71 -2.03 -0.03
H -5.85 -0.30 0.21
H -4.46 -0.75 2.04
H -2.83 -1.39 1.82
H -4.28 -2.44 1.53
H -7.10 -2.17 -2.04
H -7.45 -0.56 -1.92
C -1.90 1.46 0.42
C -0.68 0.56 0.42
C -0.01 0.43 -0.93
O 1.00 -0.55 -0.88
C 1.83 -0.55 -2.02
N 0.25 1.00 1.47
H -2.25 1.60 1.44
H -2.75 0.97 -0.07
H -1.64 2.42 -0.02
H -0.98 -0.46 0.70
H 0.45 1.41 -1.17
H -0.75 0.13 -1.67
H 2.07 0.47 -2.34
H 1.40 -1.06 -2.89
H 2.79 -1.01 -1.80
H 0.37 2.02 1.42
H 1.18 0.66 1.28
C 2.42 1.60 -5.08
C 3.82 1.95 -5.53
O 4.51 0.78 -5.98
H 1.93 0.89 -5.75
H 1.82 2.50 -4.97
H 2.40 1.11 -4.11
H 4.38 2.39 -4.70
H 3.83 2.72 -6.31
H 5.18 1.07 -6.61
C 1.72 5.53 0.74
C 0.58 4.51 0.82
O 0.51 3.88 2.08
H 2.69 5.07 0.89
H 1.61 6.24 1.57
H 1.58 6.09 -0.19
H 0.83 3.77 0.07
H -0.37 4.97 0.52
H 0.33 4.49 2.80
C -2.29 -0.15 -4.06
C -1.21 -0.59 -5.03
O -0.22 -1.43 -4.41
H -2.84 0.71 -4.47
H -1.92 0.16 -3.10
H -3.07 -0.90 -3.93
H -0.65 0.27 -5.40
H -1.70 -1.16 -5.82
H -0.71 -2.22 -4.13
C -0.33 3.20 -3.96
C -0.62 4.65 -3.58
O -0.90 4.66 -2.19
H 0.57 2.86 -3.44
H -0.12 3.10 -5.02
H -1.12 2.51 -3.66
H -1.47 4.97 -4.18
H 0.25 5.29 -3.75
H -1.46 5.42 -1.97
C 3.69 3.62 -2.30
C 3.86 5.10 -2.07
O 5.01 5.61 -2.75
H 4.60 3.18 -1.89
H 3.67 3.38 -3.36
H 2.85 3.18 -1.77
H 4.00 5.32 -1.01
H 2.97 5.68 -2.35
H 5.22 6.47 -2.39
C 0.47 -2.76 2.90
C -0.64 -2.49 3.88
O -1.81 -3.22 3.53
H 0.57 -3.84 2.76
H 1.43 -2.31 3.19
H 0.33 -2.31 1.91
H -0.91 -1.44 3.99
H -0.30 -2.82 4.87
H -1.65 -4.16 3.50
C -2.09 2.32 4.77
C -0.94 1.31 4.73
O -1.19 0.27 3.78
H -2.81 1.99 5.53
H -2.66 2.32 3.84
H -1.74 3.31 5.06
H -0.83 0.83 5.69
H -0.03 1.84 4.43
H -0.67 0.51 2.98
*
```

Atomic partial charges in e from the Mulliken method, atoms 1 to 2: number 1, C, carries -1.651; number 2, C, carries 1.424



Which one is most stable, and which one is least stable? #b is the most stable of them, while #a is the least stable.